(1)
{"formula": "C5H11O2", "method": "the ωB97M-V functional and the def2-TZVPD basis", "elements": ["C", "C", "C", "O", "O", "H", "H", "H", "H", "H", "C", "C", "H", "H", "H", "H", "H", "H"], "xyz": [[0.536, 1.641, 0.423], [-0.537, 1.998, -0.638], [1.823, 1.143, -0.277], [1.714, 0.135, -1.006], [2.855, 1.826, -0.047], [0.826, 2.534, 0.975], [0.108, 0.864, 1.049], [-1.549, 2.037, -0.236], [-0.445, 1.268, -1.452], [-0.260, 2.931, -1.131], [-0.043, -2.465, 0.425], [-1.268, -1.618, 0.163], [0.724, -1.906, 0.976], [-0.230, -3.415, 0.939], [0.497, -2.730, -0.481], [-1.796, -1.436, 1.106], [-0.971, -0.688, -0.307], [-1.985, -2.118, -0.482]], "forces_ev_per_a": [[-0.4470, 0.4600, -0.9195], [0.9940, -0.2629, -0.2667], [0.6250, 0.3686, 0.2595], [-0.2089, -0.2810, -0.1296], [-0.2694, -0.2323, -0.0681], [-0.2405, -0.1505, 0.3667], [0.1929, -0.1266, 0.3979], [-0.0564, 0.0924, -0.0923], [-0.3833, -0.1753, 0.2928], [-0.2327, 0.3301, 0.1906], [0.9780, -0.2473, -0.0065], [-0.1722, -0.3426, 0.3646], [-0.3285, -0.0364, 0.1359], [-0.2412, 0.1929, 0.1253], [-0.1896, 0.0690, -0.3400], [0.0722, 0.2882, -0.1176], [-0.0337, 0.1868, 0.0274], [-0.0587, -0.1332, -0.2204]], "lowdin_charge": [-0.19, -0.14, -0.77, -0.09, -0.11, 0.08, 0.08, 0.05, 0.06, 0.06, -0.18, -0.17, 0.06, 0.05, 0.06, 0.06, 0.03, 0.05], "e_above_lowest_kcal_mol": 4.53, "fmax_ev_per_a": 1.12, "lumo_energy_ha": 0.14424, "homo_ev": -3.889, "charge": -1}


(2)
{"formula": "C5H11O2", "method": "the ωB97M-V functional and the def2-TZVPD basis", "elements": ["C", "C", "C", "O", "O", "H", "H", "H", "H", "H", "C", "C", "H", "H", "H", "H", "H", "H"], "xyz": [[0.146, 1.696, 0.298], [-0.757, 1.488, 1.479], [-0.237, 2.752, -0.806], [0.360, 2.606, -1.888], [-1.076, 3.603, -0.447], [1.193, 1.932, 0.544], [0.338, 0.813, -0.328], [-1.152, 2.377, 1.975], [-0.239, 0.875, 2.220], [-1.704, 1.051, 1.134], [0.526, -2.703, 0.167], [0.241, -2.145, -1.229], [-0.217, -2.404, 0.898], [0.641, -3.788, 0.193], [1.486, -2.348, 0.559], [-0.687, -1.564, -1.243], [0.943, -1.356, -1.501], [0.195, -2.884, -2.024]], "forces_ev_per_a": [[1.2153, 0.3500, -1.5446], [-0.6664, -0.1315, -0.0286], [-0.2079, -0.2966, 1.0646], [0.0834, 0.1154, -0.3142], [-0.2172, 0.3307, -0.2326], [-0.2435, 0.3157, 0.4996], [-0.5503, -0.3883, 0.4825], [0.6862, 0.4359, -0.1769], [-0.3901, -0.2403, 0.1069], [0.2959, -0.5321, 0.1484], [0.7381, -0.1361, 0.0899], [-0.3213, 0.9507, 0.1156], [-0.2163, -0.0492, 0.0525], [-0.3483, -0.0581, -0.1126], [-0.1158, 0.1755, -0.1197], [-0.1769, -0.4213, 0.0327], [0.3560, -0.3028, -0.0946], [0.0791, -0.1176, 0.0312]], "lowdin_charge": [-0.22, -0.15, -0.77, -0.10, -0.09, 0.09, 0.07, 0.06, 0.05, 0.07, -0.17, -0.17, 0.05, 0.05, 0.06, 0.06, 0.06, 0.05], "e_above_lowest_kcal_mol": 11.74, "fmax_ev_per_a": 2.00, "lumo_energy_ha": 0.12843, "homo_ev": -3.767, "charge": -1}


(3)
{"formula": "C5H11O2", "method": "the ωB97M-V functional and the def2-TZVPD basis", "elements": ["C", "C", "O", "O", "H", "H", "H", "C", "C", "C", "H", "H", "H", "H", "H", "H", "H", "H"], "xyz": [[0.913, -1.349, 1.996], [2.383, -1.852, 2.474], [2.956, -2.693, 1.766], [2.779, -1.306, 3.464], [0.115, -1.496, 2.880], [0.759, -1.827, 1.054], [0.777, -0.305, 1.845], [-1.577, 1.090, -1.536], [-0.540, 2.036, -0.829], [-1.019, -0.262, -1.857], [-2.445, 0.958, -0.795], [-1.779, 1.644, -2.339], [0.241, 2.300, -1.498], [0.015, -0.148, -2.377], [-0.960, -0.757, -0.955], [-0.249, 1.862, 0.210], [-0.855, 3.019, -0.842], [-1.516, -0.915, -2.660]], "forces_ev_per_a": [[-0.4756, -1.1913, 2.3628], [-1.9222, 0.1008, -2.3042], [-0.1702, -0.6855, -0.7815], [1.2629, 1.6825, 3.4114], [1.5510, -0.4741, -2.0986], [-0.9553, -0.6783, -0.4399], [0.6913, 1.2590, -0.1666], [0.6437, -0.8014, 4.7998], [-0.4314, -1.3448, 0.0490], [1.5487, 0.0798, -3.9725], [0.8167, 0.4071, -1.4389], [-1.7339, 1.8419, -3.4227], [1.7576, -1.1018, -0.4940], [-1.3171, -0.1573, 1.3477], [0.6352, -1.6502, 1.6563], [0.2887, -0.5861, -0.4360], [-2.0581, 2.2169, 0.5342], [-0.1320, 1.0829, 1.3938]], "lowdin_charge": [-0.06, -0.85, -0.11, -0.07, 0.09, 0.01, 0.00, -0.30, -0.11, -0.14, 0.13, 0.04, 0.06, 0.10, 0.03, 0.08, 0.02, 0.09], "e_above_lowest_kcal_mol": 42.08, "fmax_ev_per_a": 4.91, "lumo_energy_ha": 0.11981, "homo_ev": -3.695, "charge": -1}


(4)
{"formula": "C5H11O2", "method": "the ωB97M-V functional and the def2-TZVPD basis", "elements": ["C", "C", "H", "H", "H", "H", "H", "H", "C", "C", "C", "O", "O", "H", "H", "H", "H", "H"], "xyz": [[2.429, 0.351, -0.087], [1.994, 1.748, 0.259], [3.254, -0.141, 0.431], [1.610, -0.305, 0.245], [2.595, 0.304, -1.162], [1.551, 1.881, 1.250], [1.129, 2.010, -0.355], [2.762, 2.507, 0.079], [-1.984, -1.326, -0.234], [-1.942, 0.078, -0.870], [-1.274, -1.511, 1.153], [-1.466, -2.667, 1.626], [-0.677, -0.558, 1.690], [-2.985, -1.743, -0.276], [-1.313, -1.976, -0.812], [-2.914, 0.411, -1.212], [-1.150, 0.141, -1.619], [-1.621, 0.795, -0.106]], "forces_ev_per_a": [[-0.8481, -1.0128, 0.4391], [-0.2886, 0.8762, 0.2348], [0.5086, 0.8071, 0.0869], [-0.1263, 0.0327, -0.6893], [-0.0126, -0.3930, -0.0414], [0.5541, -0.2956, 0.2320], [0.1444, -0.0430, -0.3694], [-0.0285, -0.0096, 0.1417], [1.3783, 0.3958, -0.5462], [0.6498, 0.0173, 1.1138], [-1.5657, -0.6928, 0.9792], [0.4131, 0.4481, -0.3246], [0.2974, 0.2565, -0.5144], [0.0277, -0.2156, 0.3790], [-0.5184, -0.1329, -0.3311], [-0.1052, 0.0081, -0.5095], [-0.3772, 0.0562, -0.4019], [-0.1025, -0.1028, 0.1212]], "lowdin_charge": [-0.18, -0.19, 0.06, 0.06, 0.06, 0.07, 0.06, 0.05, -0.19, -0.14, -0.76, -0.12, -0.09, 0.08, 0.09, 0.04, 0.05, 0.05], "e_above_lowest_kcal_mol": 11.36, "fmax_ev_per_a": 1.97, "lumo_energy_ha": 0.14241, "homo_ev": -3.836, "charge": -1}


(5)
{"formula": "C5H11O2P", "method": "the ωB97M-V functional and the def2-TZVPD basis", "elements": ["C", "C", "C", "C", "C", "O", "O", "P", "H", "H", "H", "H", "H", "H", "H", "H", "H", "H", "H"], "xyz": [[-0.881, -0.444, 1.370], [-1.037, -0.097, -0.069], [0.593, -0.674, 1.656], [0.220, 0.669, -0.496], [0.180, 1.319, -1.859], [2.945, 0.168, 0.445], [1.191, 0.877, -2.685], [1.623, -0.355, 0.107], [-1.342, 0.435, 1.929], [-1.395, -1.443, 1.516], [-1.089, -0.922, -0.714], [-1.900, 0.612, -0.216], [1.098, 0.053, 2.348], [0.696, -1.744, 2.058], [0.623, 1.786, 0.460], [0.077, 2.383, -1.590], [-0.779, 1.070, -2.415], [2.010, 1.081, -2.246], [1.758, -1.577, -0.687]], "forces_ev_per_a": [[-1.1361, -0.4810, 0.9430], [0.0997, 3.4739, -0.1685], [1.4293, -1.4391, 0.5245], [1.4999, 2.3757, 2.2569], [-2.5146, -0.0628, 0.2870], [1.1593, 0.8840, -0.3179], [0.5307, 0.2612, -0.7366], [-2.0463, -1.4707, 0.9121], [0.6009, -1.5515, -0.1140], [0.0493, 1.5192, 0.4567], [-0.4210, -1.2934, -1.0011], [0.5288, -1.0687, -0.1384], [-0.6518, -0.7753, -0.3537], [0.4018, 1.6519, -0.4359], [-1.4863, -3.1961, -2.3252], [0.6390, 0.0754, -1.0587], [0.9645, 0.1022, 0.8114], [0.8685, 0.1359, 0.0199], [-0.5155, 0.8591, 0.4386]], "lowdin_charge": [-0.28, -0.26, -0.28, -0.38, -0.33, -0.40, -0.04, 0.65, 0.13, 0.12, 0.10, 0.14, 0.09, 0.10, 0.24, 0.11, 0.14, 0.08, 0.06], "e_above_lowest_kcal_mol": 25.09, "fmax_ev_per_a": 4.22, "lumo_energy_ha": 0.02534, "homo_ev": -9.919}


(6)
{"formula": "C5H11O2PS2", "method": "the ωB97M-V functional and the def2-TZVPD basis", "elements": ["C", "C", "O", "C", "S", "P", "S", "O", "C", "C", "H", "H", "H", "H", "H", "H", "H", "H", "H", "H", "H"], "xyz": [[0.732, -1.955, -3.110], [0.093, -0.544, -2.913], [-0.532, -0.398, -1.697], [0.231, -0.188, -0.656], [1.850, 0.050, -0.387], [-0.990, -0.498, 0.984], [-0.167, -2.380, 1.149], [-0.367, 0.108, 2.470], [-0.685, 1.393, 3.061], [-0.439, 2.500, 2.071], [0.722, -2.009, -4.183], [1.790, -2.111, -2.736], [0.025, -2.595, -2.604], [-0.784, -0.679, -3.613], [0.634, 0.376, -3.148], [0.663, -2.254, 2.149], [-1.708, 1.140, 3.434], [-0.144, 1.553, 3.987], [0.453, 2.193, 1.643], [-1.287, 2.938, 1.465], [-0.089, 3.358, 2.634]], "forces_ev_per_a": [[1.4632, 1.8468, 0.8859], [-0.6573, -1.3809, -3.0610], [-0.0905, 0.3235, 2.2152], [0.4285, 0.4571, 3.3991], [-1.3414, 0.0289, -1.1264], [0.5762, 1.7336, 0.6088], [-0.8012, -1.7945, -0.5423], [0.9906, -0.9604, -1.7396], [-2.5706, -1.4478, -0.2950], [-1.8584, 1.8219, 1.6264], [0.0761, -0.8737, -0.4737], [-1.3846, 0.3176, -0.2496], [0.0244, -0.6925, -0.2286], [0.8167, 0.8984, 0.5312], [0.3636, -0.4385, -0.1184], [0.6592, 0.5930, 0.6990], [0.1975, 1.3385, -0.4172], [0.7989, -0.4506, -0.1919], [1.3858, -0.4711, -2.0536], [1.0511, -1.2872, 0.2006], [-0.1277, 0.4378, 0.3311]], "lowdin_charge": [-0.06, -0.29, -0.18, -1.00, 0.62, 0.66, 0.43, -0.51, -0.30, -0.09, 0.06, 0.09, 0.08, 0.14, 0.12, -0.18, 0.12, 0.11, 0.03, 0.11, 0.07], "smiles": "CCOC(=S)P(S)OCC", "e_above_lowest_kcal_mol": 54.10, "fmax_ev_per_a": 3.46, "lumo_energy_ha": 0.01122, "homo_ev": -7.966}